Entry 1:
The following is a DFT calculation (ωB97M-V/def2-TZVPD) of a structure of composition C27H25N3NaO2S.

Output
* charge: -2
* energy relative to the best compared isomer or geometry (same formula, charge and spin): 0.6 kcal/mol
* spin multiplicity: 2
* gap between HOMO and LUMO (alpha / beta): 3.07 / 4.58 eV
* E_tot: -1919.0346 a.u.

XYZ file:
```
59
Properties=species:S:1:pos:R:3:forces:R:3:lowdin_charge:R:1
Na 0.679104 0.723676 -0.534135 0.09 0.85 -0.03 0.316
C 5.424483 4.301491 -1.393875 0.01 -0.01 0.00 -0.175
C 5.036944 2.956166 -1.437023 0.03 -0.01 0.00 -0.155
C 3.717815 2.590381 -1.282504 0.01 -0.02 -0.01 -0.077
C 2.691316 3.548103 -1.070664 -0.01 -0.05 -0.04 -0.306
C 3.099075 4.911508 -1.036506 -0.06 -0.01 0.02 -0.066
C 4.427751 5.256679 -1.194080 0.02 0.06 0.01 -0.161
N 1.418174 3.090247 -0.925104 -0.09 -0.04 0.01 -0.036
N 0.514793 4.047800 -0.804264 -0.06 -0.06 -0.05 -0.016
C -0.810619 3.626888 -0.604810 0.23 -0.01 -0.02 -0.349
C -1.733183 4.691086 -0.638466 -0.04 0.01 0.00 -0.107
C -3.084218 4.476274 -0.413057 0.00 -0.04 0.02 -0.178
C -3.526484 3.182363 -0.155170 -0.01 0.05 0.01 -0.180
C -2.589877 2.139343 -0.149240 -0.04 -0.03 0.02 -0.219
C -1.216121 2.280782 -0.366520 -0.03 0.01 0.06 -0.089
H 6.462403 4.589879 -1.514638 0.00 0.00 0.00 0.062
H 5.783029 2.182070 -1.597015 0.01 0.01 0.00 0.081
H 3.427809 1.546017 -1.320578 -0.01 -0.01 0.00 0.080
H 2.337751 5.661726 -0.878781 0.00 0.01 0.00 0.072
H 4.700696 6.309114 -1.157987 0.01 -0.01 0.00 0.077
H -1.358103 5.689578 -0.847222 0.01 0.01 0.03 0.075
H -3.781441 5.310356 -0.430742 -0.01 -0.01 -0.01 0.067
H -4.578052 2.989217 0.049416 0.00 -0.01 -0.03 0.062
H -2.995442 1.140121 0.057000 0.01 0.00 0.02 0.047
O 2.310526 -0.386367 0.288156 0.12 -0.38 0.14 -0.195
N 3.328664 -1.050984 0.736919 0.04 0.18 0.02 -0.225
C 4.495826 -0.369961 0.874361 -0.06 -0.04 -0.01 -0.030
C 5.645789 -0.959005 1.327977 0.00 -0.01 -0.01 -0.098
C 5.604071 -2.314146 1.667612 0.03 0.06 0.00 -0.126
C 4.418239 -2.989584 1.542205 -0.02 -0.03 0.00 -0.142
C 3.226715 -2.384383 1.079175 -0.02 -0.06 0.02 -0.734
S 1.757011 -3.232396 0.954877 0.03 -0.02 -0.02 0.542
H 4.410177 0.668312 0.587605 0.03 0.02 0.00 0.115
H 6.543530 -0.362744 1.410288 0.01 -0.01 0.01 0.090
H 6.487312 -2.825701 2.031654 0.01 0.01 -0.01 0.086
H 4.340467 -4.035759 1.802633 -0.01 0.00 0.00 0.079
C -6.010956 -4.638956 0.399725 0.00 0.00 0.00 -0.064
C -4.745592 -3.826325 0.316524 -0.02 0.00 -0.01 -0.277
C -4.519959 -2.963587 -0.747965 0.02 -0.01 0.01 -0.020
C -3.358460 -2.206142 -0.854028 -0.04 -0.07 0.05 -0.180
C -3.209285 -1.290590 -2.036880 0.00 0.04 -0.01 -0.033
C -2.394114 -2.315933 0.166617 0.03 0.12 -0.01 -0.075
C -1.180835 -1.451853 0.134247 -0.01 0.01 -0.11 -0.192
O -0.767983 -0.922402 -0.871560 -0.23 -0.51 0.00 0.009
C -2.600476 -3.185641 1.247206 -0.03 -0.05 -0.04 -0.199
C -1.602427 -3.388355 2.360946 0.03 -0.03 -0.01 -0.056
C -3.774272 -3.930542 1.299487 0.02 0.00 -0.04 -0.029
H -6.699377 -4.377190 -0.404005 0.00 0.00 0.00 0.066
H -6.522471 -4.474249 1.350338 0.00 0.00 0.00 0.074
H -5.797575 -5.707946 0.325068 0.00 0.00 0.00 0.074
H -5.273781 -2.866599 -1.522662 -0.01 -0.01 0.00 0.106
H -4.133655 -1.295270 -2.616953 0.00 0.01 -0.01 0.071
H -2.383061 -1.599498 -2.676049 -0.01 -0.01 0.01 0.088
H -2.982794 -0.268321 -1.730110 0.00 0.00 0.00 0.071
H -0.676488 -1.279274 1.093748 0.04 0.01 0.00 0.114
H -0.619482 -2.969894 2.164673 -0.01 0.03 0.00 -0.010
H -1.450903 -4.458586 2.518107 -0.04 0.01 0.03 0.082
H -1.989040 -2.969841 3.292767 0.03 0.04 0.02 0.086
H -3.922931 -4.611159 2.133236 -0.01 0.00 0.00 0.115
```
Positions in Å, forces in eV/Å.

Entry 2:
The following is a DFT calculation (ωB97M-V/def2-TZVPD) of a structure of composition C27H25N7O2Pd in a non-equilibrium geometry.

Output
* charge: -2
* gap between HOMO and LUMO: 5.26 eV
* E_tot: -1705.5440 a.u.

XYZ file:
```
62
Properties=species:S:1:pos:R:3:forces:R:3:lowdin_charge:R:1
Pd 0.701399 1.044002 1.386515 -1.85 0.07 0.93 0.892
C 5.908379 3.299255 2.086947 0.02 -0.26 -0.01 -0.176
C 5.039400 3.028754 1.020796 -1.08 0.68 -0.09 -0.136
C 3.789796 2.414186 1.194423 2.32 0.51 1.28 -0.052
C 3.489476 1.926501 2.499592 -1.27 -0.99 -0.99 -0.318
C 4.466813 2.052108 3.505329 -0.41 0.70 1.51 -0.087
C 5.598076 2.818714 3.370077 0.78 0.08 -1.47 -0.147
N 2.284115 1.295067 2.673366 -0.46 -0.09 0.85 -0.150
N 1.962166 0.953551 4.050554 2.07 0.55 -0.90 0.025
C 0.791828 0.505377 4.285858 -0.17 0.68 -1.18 -0.444
C 0.422877 -0.022016 5.566900 0.61 -0.22 -0.32 -0.074
C -0.638692 -0.816680 5.733530 -0.96 0.33 -1.07 -0.147
C -1.551446 -0.981875 4.656639 0.68 0.83 -0.90 -0.129
C -1.227167 -0.247243 3.521696 -2.11 -0.98 -0.88 -0.209
N -0.166259 0.526221 3.280332 0.06 -0.63 0.04 -0.029
H 6.811287 3.850884 1.895730 0.29 0.21 0.02 0.058
H 5.210138 3.502572 0.040319 0.24 -0.41 0.40 0.087
H 3.126768 2.367238 0.368512 -0.63 -0.27 -0.31 0.043
H 4.217298 1.773547 4.516779 -0.28 -0.48 -0.06 0.073
H 6.303988 2.999053 4.197042 -0.54 -0.16 -0.30 0.088
H 1.198343 0.013614 6.272207 0.78 0.28 1.18 0.075
H -0.851815 -1.251137 6.659505 -0.08 -0.76 1.43 0.067
H -2.418675 -1.632557 4.619489 0.13 0.19 0.28 0.071
H -1.991230 -0.345513 2.719643 0.81 0.30 0.28 0.089
C 1.252839 1.093009 -3.464074 -0.73 -0.47 0.97 -0.144
C 0.939437 2.290970 -2.833838 1.21 0.91 0.87 -0.118
C 1.067335 2.426182 -1.412356 -1.53 0.22 -1.27 -0.141
C 1.139383 1.290841 -0.606760 0.92 0.66 1.23 -0.309
C 1.377529 0.088586 -1.243706 0.28 -1.21 -0.38 -0.170
C 1.471344 -0.002608 -2.630389 0.89 -2.12 -0.71 -0.134
H 1.164247 0.894220 -4.519324 0.18 0.43 -0.29 0.079
H 0.784257 3.208721 -3.411344 -0.13 -0.34 0.07 0.082
H 0.848877 3.428085 -0.990159 0.33 -0.69 -0.15 0.091
H 1.490284 -0.822304 -0.617424 0.04 0.58 -0.67 0.088
H 1.785595 -1.017696 -3.108023 -0.78 1.81 0.89 0.115
N -1.584062 -1.157489 0.179333 2.25 -2.97 -0.09 0.162
C -2.048583 0.073509 0.146309 0.38 -1.36 -0.84 -0.427
C -3.290736 0.273878 -0.477384 -0.73 0.78 0.15 -0.008
C -3.749207 1.539574 -0.508730 -0.73 1.06 -0.04 -0.095
C -3.047704 2.619295 0.075121 -0.49 -0.27 -0.77 -0.089
C -1.826759 2.295237 0.548944 1.35 0.36 2.36 -0.156
N -1.304171 1.046291 0.642208 -0.24 1.19 -0.67 -0.009
H -1.954407 -1.956563 -0.406387 0.25 1.10 0.55 0.084
H -0.560207 -1.299614 0.391671 -1.74 0.51 -0.11 0.114
H -3.930163 -0.503708 -0.869392 0.50 -0.39 -0.01 0.122
H -4.696890 1.731310 -0.979131 -0.37 0.07 -0.11 0.095
H -3.460713 3.627954 0.119235 0.29 -0.35 -0.05 0.095
H -1.211707 2.975243 1.149994 -0.25 0.28 -0.70 0.106
C -0.392363 -3.334665 -4.003266 -0.48 0.41 1.62 -0.058
N -1.800201 -3.624090 -3.832861 -1.34 -0.67 -0.75 -0.084
C -2.544155 -3.787339 -4.989573 -1.35 -0.17 2.42 -0.114
C -3.848780 -4.183299 -4.945782 0.51 -0.11 0.49 -0.010
C -4.485068 -4.550789 -3.583078 1.74 1.12 -1.11 -0.538
O -5.586920 -5.082654 -3.492129 0.15 0.03 -0.12 -0.049
N -3.718417 -4.167175 -2.506713 -0.80 -0.28 0.12 0.147
C -2.483608 -3.688989 -2.556938 0.69 -0.39 -1.65 -0.540
O -1.793251 -3.317793 -1.608855 0.22 0.31 0.99 -0.040
H -0.028250 -3.773851 -4.899519 0.18 -0.33 -0.93 0.064
H 0.154646 -3.781399 -3.177160 0.08 0.15 0.15 0.087
H -0.223934 -2.259978 -3.998111 0.26 0.14 0.00 0.075
H -1.994768 -3.433901 -5.813766 0.19 -0.01 -1.48 0.088
H -4.387587 -4.230600 -5.888452 -0.18 -0.14 0.29 0.071
```
Positions in Å, forces in eV/Å.